Record 1
C28H20BiF9N6O5Se | ωB97M-V/def2-TZVPD

```
70
Properties=species:S:1:pos:R:3:forces:R:3:mulliken_charge:R:1
Bi 0.0662 0.0416 -0.0295 0.185 -0.368 -0.250 2.1547
C -1.3930 -3.6342 2.7333 0.029 0.052 0.013 -1.9705
C -0.4094 -2.5992 2.2347 -0.012 -0.029 -0.042 1.2020
O -0.8825 -1.5703 1.7421 0.050 -0.028 0.000 -0.6268
C 1.0264 -2.8324 2.3652 -0.019 0.019 0.001 0.8933
C 1.4583 -3.9290 3.1465 -0.043 0.008 -0.008 -0.9709
C 2.7804 -4.2070 3.3628 0.069 0.001 0.017 -0.8927
C 3.7462 -3.3758 2.7749 -0.076 -0.043 0.006 -0.4573
C 3.3696 -2.3118 2.0010 0.034 0.036 -0.008 -0.8993
C 2.0082 -1.9932 1.7588 0.103 -0.031 0.004 0.2015
O 1.7926 -0.9622 0.9888 -0.254 -0.049 0.041 -0.5343
H -2.3871 -3.3365 2.4115 0.005 0.007 -0.006 0.3605
H -1.3728 -3.6810 3.8246 0.008 -0.030 -0.032 0.4119
H -1.1603 -4.6257 2.3450 0.004 0.018 0.024 0.4395
H 0.7160 -4.5700 3.6034 0.000 0.026 -0.021 0.3710
H 3.0718 -5.0494 3.9755 0.004 0.014 -0.020 0.3907
H 4.7987 -3.5819 2.9267 0.004 0.014 0.002 0.4156
H 4.1028 -1.6664 1.5332 -0.013 -0.017 0.019 0.4258
Se -1.2129 7.4674 2.7585 -0.069 0.487 0.188 0.2473
N -0.7656 5.9398 3.5379 0.046 -0.123 0.019 -0.8686
C -0.7720 5.0279 2.6054 -0.032 -0.096 -0.110 0.6624
C -0.4545 3.6251 2.8471 -0.004 0.002 -0.149 0.8137
C -0.0699 3.1559 4.0984 0.012 0.050 0.125 -0.5226
C 0.2439 1.8250 4.2562 0.002 0.054 0.045 -1.0181
C 0.1478 0.9891 3.1542 -0.036 -0.048 -0.192 -0.1027
N -0.2370 1.4237 1.9601 -0.003 0.339 0.101 0.0062
C -0.5068 2.7275 1.7805 -0.037 -0.083 0.138 -0.3174
C -0.8682 3.1885 0.4264 0.011 -0.018 -0.167 -0.5266
N -0.8938 2.2809 -0.5611 0.017 0.178 0.144 0.4658
C -1.1838 2.6460 -1.8042 -0.011 -0.133 0.122 -0.2998
C -1.4692 3.9638 -2.1340 -0.027 0.070 -0.050 -1.1706
C -1.4554 4.9103 -1.1343 -0.031 0.089 -0.012 -0.5878
C -1.1588 4.5282 0.1719 0.036 -0.069 0.081 0.7079
C -1.1237 5.4767 1.2784 0.035 -0.144 0.019 0.8069
N -1.3983 6.7451 1.1510 0.021 -0.080 -0.101 -0.8666
H -0.0172 3.8549 4.9242 0.007 -0.034 -0.024 0.5312
H 0.5636 1.4280 5.2090 -0.007 -0.001 -0.016 0.4671
H 0.3920 -0.0632 3.2222 -0.011 0.014 -0.021 0.1758
H -1.1986 1.8486 -2.5388 0.009 -0.006 0.024 0.3465
H -1.6997 4.2271 -3.1569 0.005 -0.018 0.023 0.4984
H -1.6694 5.9523 -1.3351 -0.007 -0.019 -0.010 0.5297
C 3.4877 0.2720 -3.2357 -0.009 -0.008 0.050 -1.7374
C 2.4943 0.5157 -2.1437 0.112 0.102 0.135 0.4707
N 1.3737 -0.0923 -2.0905 -0.076 0.107 0.157 0.7280
O 1.1074 -1.0219 -3.0552 -0.588 -0.228 -0.035 -0.7118
C 2.7569 1.5171 -1.0990 0.075 0.072 -0.116 0.0781
C 3.9678 2.3975 -1.1765 -0.073 -0.107 -0.029 -1.7964
N 1.8826 1.6536 -0.1418 0.068 0.077 -0.021 0.8517
O 2.0127 2.5767 0.7374 -0.181 -0.235 -0.053 -0.8512
H 3.2338 -0.6348 -3.7749 0.040 0.012 -0.010 0.4570
H 4.4939 0.1918 -2.8251 -0.019 0.027 0.001 0.3781
H 3.4791 1.1090 -3.9378 0.014 -0.003 0.022 0.3105
H 0.1223 -1.1405 -2.9270 0.279 0.089 -0.122 0.2923
H 4.0781 2.8324 -2.1722 0.029 -0.018 0.020 0.3624
H 4.8780 1.8337 -0.9520 -0.009 0.036 -0.014 0.3245
H 3.8659 3.1926 -0.4446 -0.004 0.014 0.011 0.4117
F -4.9100 -0.8846 -1.8300 -0.041 0.002 0.053 -0.2863
C -3.6604 -0.5571 -1.4794 0.080 0.003 -0.144 0.2967
F -3.4398 -1.0313 -0.2460 0.012 -0.023 -0.012 -0.1931
F -3.6038 0.7814 -1.3804 -0.028 0.007 -0.028 -0.2242
C -2.5798 -1.0764 -2.4843 -0.051 -0.061 0.199 0.5825
O -1.3677 -0.6269 -2.1225 0.199 0.074 -0.066 -0.2013
C -2.5758 -2.6422 -2.4802 0.030 0.186 -0.017 0.4256
F -1.6222 -3.0836 -3.3114 -0.038 -0.093 -0.017 -0.2492
F -3.7378 -3.1909 -2.8557 -0.003 -0.050 0.022 -0.2641
F -2.2802 -3.1152 -1.2619 0.020 0.000 -0.017 -0.1907
C -2.9324 -0.5719 -3.9292 0.256 0.052 0.142 0.5575
F -1.9459 -0.9066 -4.7704 -0.065 0.051 -0.027 -0.2392
F -4.0747 -1.0470 -4.4312 -0.041 -0.025 0.016 -0.2464
F -3.0186 0.7729 -3.9432 0.008 -0.070 -0.014 -0.2287
```
Positions in Å, forces in eV/Å.

## Properties
Energy above the lowest of the compared OMol25 structures with the same formula, charge and spin = 0.554 eV
Charge = 0

Record 2
C9H8N2 | ωB97M-V/def2-TZVPD

```
19
Properties=species:S:1:pos:R:3:forces:R:3:mulliken_charge:R:1
C 2.0812 -0.0843 -0.1678 3.877 -5.482 2.362 0.7928
C 1.8776 1.1845 0.0995 -3.530 3.243 -0.175 -0.7525
C 0.5510 1.6642 0.0451 -0.898 -1.785 -1.529 -0.3831
C -0.6022 0.8678 -0.2266 -0.386 -2.606 2.327 -0.0435
C -2.1113 1.2361 -0.0687 6.117 0.106 -1.584 -0.5218
C -2.9692 0.2869 0.0771 -2.432 -4.767 2.922 -0.4558
C -2.4436 -1.1439 0.2135 -3.078 -0.075 -0.674 0.0213
C -0.2892 -0.6001 -0.1249 0.305 3.544 -1.782 0.1067
C 1.0544 -0.9957 -0.2304 -3.416 -2.459 0.138 -0.1953
H 3.4542 -1.8314 -0.3679 0.304 4.746 3.000 0.2732
H 3.9988 -0.2320 1.3264 -2.487 -2.424 -4.893 0.2938
H 2.6206 1.8751 0.3584 1.187 0.681 0.118 0.4875
H 0.3919 2.6774 -0.0295 -0.169 2.440 0.492 0.3951
H -2.3076 2.2215 -0.2682 -0.841 2.444 0.141 0.4439
H -4.0291 0.3963 0.4979 1.471 0.159 -1.397 0.2833
H -3.2519 -1.9718 0.3829 1.457 1.618 -0.248 0.2878
H 0.9232 -2.1531 -0.1747 1.848 1.917 -0.182 0.1936
N 3.4477 -0.6469 0.1043 0.576 -1.417 0.308 -0.6754
N -1.2608 -1.5638 -0.0223 0.093 0.118 0.654 -0.5516
```
Positions in Å, forces in eV/Å.

## Properties
Energy above the lowest of the compared OMol25 structures with the same formula, charge and spin = 5.482 eV
Charge = 0

Record 3
H20Mg2O34S6Zn2 | ωB97M-V/def2-TZVPD

```
64
Properties=species:S:1:pos:R:3:forces:R:3:mulliken_charge:R:1
Mg -3.9893 20.1463 -19.1635 -0.201 -0.694 -0.644 1.3737
Mg -6.3960 17.1013 -21.5179 1.668 -0.201 -0.370 1.6579
Zn -8.9486 20.9580 -19.9903 1.490 -0.070 -1.864 -0.1872
Zn -7.6913 15.8878 -18.2592 0.741 -0.686 0.531 -0.0346
S -6.8978 22.5498 -22.0137 -0.357 1.531 -4.604 1.2031
O -7.5005 21.9741 -20.7739 -0.053 -0.923 2.700 -0.5516
O -5.4898 22.8873 -21.7668 0.405 0.472 0.731 -0.8974
O -7.0238 21.6539 -23.1416 -0.012 -0.614 0.476 -0.6740
O -7.6909 23.7635 -22.3060 -0.182 0.902 0.679 -0.8405
S -4.0910 19.0684 -22.2949 2.057 -1.080 -1.330 1.5566
O -5.3678 18.3461 -22.5082 -0.512 0.390 -1.016 -0.8786
O -2.9835 18.1012 -22.2830 0.062 0.237 -0.018 -0.7674
O -3.8494 20.0964 -23.2922 -0.432 0.211 0.051 -0.7531
O -4.1893 19.6737 -20.9364 -0.032 0.837 0.656 0.1362
S -6.7711 18.8508 -18.7680 1.623 -2.955 -2.980 -0.0799
O -6.6064 18.2807 -20.1025 -0.510 2.613 2.590 -0.6533
O -7.2420 17.7679 -17.8816 0.035 1.481 1.516 0.8997
O -5.4977 19.4102 -18.2640 -2.052 -0.158 0.820 0.5717
O -7.7868 19.9043 -18.7886 -0.727 1.051 1.244 1.6041
S -4.9879 15.6859 -19.6785 1.630 -1.022 1.109 0.6978
O -4.5227 16.4257 -18.4785 -0.230 0.352 -0.336 -0.7943
O -4.5812 14.3206 -19.6191 0.137 -0.889 -0.238 -0.5925
O -6.4982 15.7880 -19.7758 -1.643 -0.660 -0.467 -0.6742
O -4.5943 16.3505 -20.9102 0.277 0.324 -0.926 -0.7471
S -9.0771 18.5435 -22.4122 -0.900 0.555 -4.073 1.2600
O -8.9703 19.7156 -21.5073 0.496 -0.357 0.533 -0.5960
O -10.4658 18.0860 -22.3115 -1.142 -0.850 1.168 -0.8690
O -8.7976 18.8780 -23.8117 0.194 -0.030 1.409 -0.7884
O -8.1844 17.3797 -22.0270 -1.008 0.347 0.602 -1.1547
S -5.8688 14.0139 -16.1050 0.871 -0.425 2.090 0.9952
O -6.6746 15.0660 -16.8659 -0.540 0.194 -0.452 -0.5133
O -5.1710 13.0986 -16.9872 0.055 -0.034 -0.794 -0.7151
O -4.9438 14.7427 -15.2097 -0.183 0.083 -0.583 -0.7907
O -6.8160 13.2588 -15.2659 -1.205 -0.307 0.231 -0.8419
O -9.3573 16.4166 -16.8502 -0.681 -0.197 0.084 -0.3899
H -10.1079 16.0029 -16.4184 0.221 -0.305 0.059 0.2312
H -9.4284 17.3579 -16.6405 0.172 0.261 -0.049 0.3558
O -5.0107 21.9029 -19.5401 1.101 -0.243 1.995 -0.8244
H -5.9127 21.6928 -19.8680 -0.018 0.273 -0.408 0.0253
H -4.6168 22.4264 -20.2583 -0.886 -0.014 -0.810 0.4744
O -9.1472 16.6618 -19.6491 -0.585 -0.137 0.652 -0.3251
H -10.0471 16.4245 -19.8830 0.033 -0.046 -0.122 0.2184
H -8.8220 17.1865 -20.4108 0.392 -0.313 -0.503 0.0838
O -7.0623 21.4141 -16.6710 0.199 0.342 0.021 -0.8839
H -6.9928 20.8282 -15.9125 -0.167 -0.115 -0.007 0.4356
H -6.8490 20.8448 -17.4428 0.210 0.237 0.286 0.1507
O -10.6681 20.0928 -19.2721 -1.144 -0.075 0.228 -0.3264
H -11.0108 19.9253 -18.3903 0.295 0.118 0.149 0.2313
H -11.1584 19.4940 -19.8532 0.533 -0.119 -0.531 0.2923
O -8.9281 22.4366 -18.4287 -0.556 -0.107 0.710 -0.4458
H -8.3062 22.0807 -17.7691 0.231 -0.057 0.199 0.3165
H -9.1133 23.3291 -18.1330 -0.016 0.140 -0.435 0.2729
O -2.9497 18.4395 -18.6925 1.107 0.608 0.429 -0.5076
H -3.4086 17.5659 -18.5431 -0.841 -0.255 -0.387 0.3560
H -2.1440 18.3892 -18.1739 -0.016 -0.052 -0.004 0.1944
O -8.8288 19.0629 -16.0236 -0.372 0.004 0.546 -0.8714
H -8.9406 19.7409 -16.6983 0.306 -0.068 -0.234 0.3570
H -8.0531 18.5522 -16.3248 0.113 -0.012 -0.345 0.3526
O -3.6185 20.7955 -17.1058 0.673 0.857 0.243 -0.5165
H -3.5808 20.3661 -16.2450 -0.098 -0.613 -0.297 0.2086
H -3.7587 21.7290 -16.9159 -0.260 0.034 -0.211 0.2345
O -4.6447 17.6164 -16.0113 0.083 0.463 0.124 -0.7475
H -4.9581 17.1384 -16.8147 0.299 -0.162 0.423 0.2291
H -5.2243 18.3798 -15.9549 -0.147 -0.074 -0.242 0.2570
```
Positions in Å, forces in eV/Å.

## Properties
Charge = -4
Electronic energy = -242686.6671 eV